1.
The following is a DFT calculation (ωB97M-V/def2-TZVPD) of a cluster of 10 separate species, H20O10 in total.

Calculated values
**Total energy**: -764.3493 hartree
**SMILES**: O.O.O.O.O.O.O.O.O.O
**Multiplicity**: 1

Cartesian coordinates (Å):
1 O 17.580 21.477 -8.048
2 H 18.384 21.700 -8.438
3 H 17.209 22.311 -7.701
4 O 15.682 23.384 -6.681
5 H 15.500 24.285 -6.509
6 H 14.882 22.955 -6.896
7 O 13.785 25.536 -6.528
8 H 13.474 26.296 -6.992
9 H 13.124 24.972 -6.839
10 O 14.767 24.993 -9.612
11 H 14.269 24.392 -10.154
12 H 14.073 25.159 -8.993
13 O 17.538 24.463 -8.818
14 H 17.914 25.356 -8.923
15 H 16.623 24.619 -8.977
16 O 14.787 21.417 -9.438
17 H 14.220 22.046 -9.743
18 H 15.637 21.790 -9.427
19 O 16.601 23.333 -4.272
20 H 16.239 23.307 -5.207
21 H 16.163 24.135 -3.998
22 O 15.129 20.631 -6.119
23 H 15.879 20.790 -6.627
24 H 14.579 21.382 -6.001
25 O 13.127 22.485 -6.843
26 H 13.006 22.254 -7.766
27 H 12.354 22.131 -6.373
28 O 14.024 22.609 -3.914
29 H 14.931 22.937 -3.909
30 H 13.408 23.383 -4.041


2.
The following is a DFT calculation (ωB97M-V/def2-TZVPD) of an isolated molecule of C4H6O2.

Calculated values
**Total energy**: -306.4315 hartree
**SMILES**: C[C@H]1O[C@H]1C=O
**Multiplicity**: 1

Cartesian coordinates (Å):
1 C -1.290 0.631 0.309
2 C -0.617 -0.644 -0.144
3 O -0.156 -0.619 -1.488
4 C 0.811 -0.763 -0.469
5 C 1.636 0.350 0.067
6 O 2.313 0.141 1.046
7 H -1.042 0.900 1.338
8 H -1.023 1.464 -0.350
9 H -2.373 0.504 0.249
10 H -1.040 -1.576 0.223
11 H 1.268 -1.749 -0.412
12 H 1.513 1.361 -0.367


3.
The following is a DFT calculation (ωB97M-V/def2-TZVPD) of a cluster of 6 separate species, C15H30Cl6N2O5 in total.

Calculated values
**Total energy**: -3836.3557 hartree
**SMILES**: O=C1OCCO1.CNC(C)=O.CNC(C)=O.ClCCCl.ClCCCl.ClCCCl
**Multiplicity**: 1

Cartesian coordinates (Å):
1 O -4.494 4.591 0.534
2 C -5.118 5.024 -0.395
3 O -4.549 5.680 -1.438
4 C -5.530 5.914 -2.360
5 C -6.747 5.981 -1.396
6 O -6.381 5.001 -0.497
7 H -5.291 6.893 -2.777
8 H -5.467 5.147 -3.133
9 H -7.691 5.781 -1.903
10 H -6.970 6.936 -0.920
11 C -9.092 -2.359 -0.715
12 N -8.432 -1.538 -1.760
13 C -7.150 -1.179 -1.775
14 C -6.270 -1.451 -0.607
15 O -6.729 -0.655 -2.820
16 H -10.054 -2.618 -1.159
17 H -9.087 -1.728 0.173
18 H -8.437 -3.229 -0.775
19 H -8.968 -1.467 -2.613
20 H -5.612 -0.683 -0.200
21 H -5.598 -2.269 -0.868
22 H -6.823 -1.682 0.303
23 C 5.753 -0.449 -1.646
24 N 7.032 0.002 -1.069
25 C 8.212 -0.731 -1.293
26 C 9.451 -0.198 -0.499
27 O 8.289 -1.798 -1.952
28 H 5.456 0.338 -2.339
29 H 5.078 -0.608 -0.806
30 H 5.810 -1.412 -2.154
31 H 7.146 0.876 -0.577
32 H 9.901 0.514 -1.190
33 H 10.139 -1.024 -0.317
34 H 9.320 0.253 0.484
35 Cl 2.639 1.524 6.074
36 C 3.802 1.348 4.648
37 C 5.243 1.181 5.175
38 Cl 5.849 2.599 6.312
39 H 3.765 2.259 4.051
40 H 3.558 0.569 3.925
41 H 5.962 1.024 4.371
42 H 5.373 0.295 5.795
43 Cl 1.749 -5.527 0.543
44 C 2.269 -5.410 -1.192
45 C 3.751 -5.811 -1.202
46 Cl 4.076 -7.498 -0.691
47 H 2.360 -4.396 -1.583
48 H 1.698 -6.148 -1.755
49 H 4.396 -5.224 -0.547
50 H 4.075 -5.633 -2.227
51 Cl -0.902 1.377 2.818
52 C -0.518 1.052 1.174
53 C 0.231 -0.305 1.032
54 Cl -0.079 -0.925 -0.666
55 H 0.003 1.898 0.725
56 H -1.491 1.071 0.683
57 H -0.199 -1.002 1.751
58 H 1.293 -0.172 1.241


4.
The following is a DFT calculation (ωB97M-V/def2-TZVPD) of a cluster of 6 separate species, C3H21N2O5S2 in total.

Calculated values
**Total charge**: +1
**Total energy**: -1408.7682 hartree
**Multiplicity**: 1

Cartesian coordinates (Å):
1 S 0.409 2.897 0.853
2 S 1.146 2.098 -0.885
3 C -0.008 0.812 -1.398
4 C 0.426 -0.607 -1.149
5 C -0.745 -1.602 -1.457
6 N -0.697 -2.792 -0.619
7 N 0.933 -0.907 0.210
8 H 0.002 4.104 0.414
9 H -0.127 0.977 -2.472
10 H -1.030 0.974 -1.085
11 H 1.221 -0.914 -1.812
12 H -0.699 -1.929 -2.490
13 H -1.684 -1.044 -1.400
14 H -0.804 -3.645 -1.144
15 H -1.390 -2.801 0.114
16 H 0.727 -1.909 0.387
17 H 0.392 -0.412 0.935
18 H 1.928 -0.712 0.363
19 H 2.629 -2.401 3.431
20 H 1.801 -1.118 3.516
21 O 2.386 -1.684 4.026
22 H 4.300 -0.864 -0.715
23 H 4.021 0.528 -0.234
24 O 3.694 -0.384 -0.133
25 H -2.863 2.237 -1.755
26 H -2.941 2.381 -3.339
27 O -2.568 1.882 -2.609
28 H -0.187 0.217 3.634
29 H -0.673 1.184 2.523
30 O -0.105 0.421 2.693
31 H -3.953 1.723 0.584
32 H -2.478 1.306 0.689
33 O -3.061 1.983 0.322


The records above yield gap between HOMO and LUMO values of 9.34, 11.03, 9.35, 9.47 eV, respectively.
The records above yield HOMO values of -10.11, -10.13, -9.37, -12.32 eV, respectively.
The records above yield largest force on an atom values of 3.8, 0.6, 5.0, 1.4 eV Å⁻¹, respectively.